The following is a DFT calculation (ωB97M-V/def2-TZVPD) of a cluster of 17 separate species, C102H85N17O34 in total in a non-equilibrium geometry.

The geometry in XYZ format:
```
238
C102H85N17O34 ωB97M-V/def2-TZVPD
C 5.2897 -1.5386 -7.5356
C 4.5839 -0.3528 -7.5359
C 3.4066 -0.3137 -6.8198
C 3.0859 -1.3780 -6.0102
C 3.8261 -2.5267 -5.9109
C 4.8446 -2.6809 -6.8160
N 1.8973 -1.3443 -5.2235
O 1.2854 -0.3230 -5.0967
O 1.5718 -2.3786 -4.6442
H 6.2629 -1.5606 -8.0679
H 4.8899 0.4698 -8.2114
H 2.8613 0.6137 -6.7286
H 3.7286 -3.3154 -5.1728
H 5.5010 -3.5185 -6.9063
C -7.4527 -0.5634 6.4136
C -8.7391 -0.8699 5.9216
C -8.8521 -1.8172 4.9050
C -7.6751 -2.3606 4.3883
C -6.4193 -2.0299 4.8006
C -6.3035 -1.1138 5.8306
N -7.7511 -3.2461 3.2281
O -6.8156 -3.2638 2.4530
O -8.6868 -3.9810 3.1168
H -7.2820 0.1209 7.2257
H -9.6461 -0.4503 6.3954
H -9.7731 -2.2769 4.5550
H -5.6154 -2.3883 4.1963
H -5.3662 -0.7207 6.1822
C -2.3212 2.3630 -2.7435
C -2.7398 1.5949 -1.6398
C -2.0890 1.8020 -0.4299
C -1.0578 2.7084 -0.2918
C -0.5795 3.3618 -1.3912
C -1.2463 3.1684 -2.5907
N -0.5615 3.0410 1.1180
O 0.2329 3.9782 1.2016
O -1.0300 2.4027 2.0314
H -2.7926 2.1285 -3.6774
H -3.6186 1.0076 -1.6368
H -2.5431 1.2727 0.4283
H 0.2741 3.9987 -1.3501
H -0.8313 3.6903 -3.4574
C 5.5924 2.3188 -2.7157
C 5.1616 1.5064 -3.7876
C 5.0824 0.1153 -3.6549
C 5.4746 -0.4000 -2.3971
C 5.9723 0.3732 -1.3913
C 6.0758 1.7030 -1.5909
N 5.3461 -1.8963 -2.2762
O 4.8981 -2.4979 -3.2512
O 5.6940 -2.4166 -1.2726
H 5.5379 3.3759 -2.8143
H 4.7632 2.0640 -4.6382
H 4.7188 -0.5363 -4.4751
H 6.2653 -0.0975 -0.4498
H 6.4201 2.3622 -0.8420
C -6.1435 -4.2691 -7.1169
C -4.8848 -4.4531 -6.5136
C -4.3357 -3.5213 -5.6338
C -5.1519 -2.4597 -5.4174
C -6.3910 -2.2589 -5.9067
C -6.9315 -3.2382 -6.6575
N -4.5278 -1.3283 -4.6633
O -5.1422 -0.3063 -4.5320
O -3.4047 -1.4579 -4.2479
H -6.5430 -5.0230 -7.8064
H -4.3161 -5.2881 -6.9149
H -3.3489 -3.5388 -5.2958
H -6.9268 -1.3306 -5.7571
H -7.9409 -3.1628 -6.9643
C 2.4291 4.8668 4.1819
C 1.6559 5.8240 3.4600
C 1.8674 5.9937 2.1248
C 2.9381 5.3051 1.5488
C 3.7480 4.4734 2.2579
C 3.5239 4.2298 3.5922
N 3.1310 5.3723 0.1296
O 4.0704 4.8170 -0.4202
O 2.3412 6.0204 -0.4903
H 2.3256 4.7530 5.2619
H 0.8336 6.3921 3.8654
H 1.1372 6.5101 1.5876
H 4.4447 3.9809 1.5974
H 4.1164 3.5930 4.2327
C -4.8976 -0.5931 0.3774
C -5.7313 0.3886 -0.1742
C -6.2766 1.3436 0.7015
C -6.1588 1.1367 2.0976
C -5.4316 0.0650 2.6015
C -4.7258 -0.7320 1.7093
N -6.7951 2.0757 3.0218
O -7.0371 1.7394 4.1559
O -7.0728 3.1531 2.5220
H -4.6084 -1.3226 -0.3369
H -5.8186 0.5654 -1.2092
H -6.9624 2.0454 0.4038
H -5.3318 0.0328 3.6994
H -4.1643 -1.5655 2.0222
C -0.6382 -1.8531 -7.5546
C -1.3364 -1.4304 -6.4122
C -1.4915 -0.0662 -6.1223
C -0.8134 0.8312 -6.9533
C -0.0785 0.4368 -8.0678
C 0.0100 -0.9035 -8.3321
N -0.8043 2.1906 -6.6241
O -1.6660 2.6069 -5.8952
O 0.1738 2.8283 -6.9997
H -0.5059 -2.8543 -7.8534
H -1.7348 -2.1889 -5.8056
H -2.0414 0.2815 -5.2576
H 0.4936 1.1672 -8.6004
H 0.6709 -1.1769 -9.1643
C 2.0334 1.1791 -1.5171
C 2.2610 1.6083 -0.2291
C 1.6037 1.0828 0.8707
C 0.6339 0.1159 0.7128
C 0.3352 -0.3490 -0.5475
C 1.0084 0.1741 -1.6641
N 0.0060 -0.3860 1.9148
O 0.4688 -0.0057 2.9655
O -0.9315 -1.1916 1.8091
H 2.4040 1.7590 -2.3888
H 3.0255 2.3370 -0.0310
H 1.8724 1.3602 1.8897
H -0.4175 -1.1531 -0.7438
H 0.8147 -0.3070 -2.5294
C 1.6822 8.4903 -4.9490
C 1.7667 7.8963 -3.7082
C 1.7038 6.5420 -3.5731
C 1.8782 5.7555 -4.7440
C 1.9067 6.3352 -6.0064
C 1.8449 7.6954 -6.1474
N 2.1061 4.3607 -4.6429
O 2.7646 3.8608 -5.5599
O 1.6506 3.7695 -3.6746
H 1.5168 9.5624 -4.9885
H 1.7507 8.4312 -2.8478
H 1.6718 6.0874 -2.6181
H 2.1954 5.7981 -6.9053
H 1.9290 8.1083 -7.1489
C -1.7816 -3.2331 5.6357
C -1.4597 -4.4249 6.1943
C -0.2407 -4.6300 6.9022
C 0.6079 -3.5332 7.0008
C 0.3006 -2.3359 6.3769
C -0.8593 -2.1862 5.6725
N 1.8448 -3.6885 7.7535
O 2.2282 -4.8350 7.9945
O 2.4305 -2.7076 8.2316
H -2.7077 -3.2627 5.1274
H -2.1516 -5.2077 6.1187
H 0.1603 -5.5919 7.2889
H 1.0052 -1.4896 6.4069
H -1.0816 -1.2170 5.2776
C -1.4075 -7.7744 -3.6782
C -0.1621 -7.2629 -3.4649
C 0.4958 -6.5676 -4.3992
C -0.2059 -6.2467 -5.5300
C -1.5374 -6.6196 -5.7455
C -2.0814 -7.4260 -4.8227
N 0.4609 -5.5153 -6.6827
O 1.6892 -5.4393 -6.5522
O -0.1612 -5.1154 -7.6190
H -1.9394 -8.4181 -2.9861
H 0.3487 -7.4773 -2.5584
H 1.5126 -6.3177 -4.2049
H -1.9045 -6.1556 -6.6936
H -3.1005 -7.7676 -4.9171
C 8.9354 -0.4247 1.5881
C 8.2781 -0.1114 2.7424
C 7.6805 1.0954 3.0132
C 7.8368 2.0342 2.0078
C 8.4962 1.8821 0.8011
C 9.0553 0.5423 0.6193
N 7.0521 3.2568 2.1344
O 6.7989 3.9402 1.1850
O 6.6152 3.4949 3.2746
H 9.2100 -1.4653 1.3869
H 8.1208 -0.9257 3.4840
H 7.0310 1.2984 3.8826
H 8.5016 2.6771 0.0328
H 9.4259 0.2245 -0.3314
C 2.6922 -3.4518 2.4933
C 2.6367 -2.8261 3.6952
C 3.0350 -1.4765 3.8479
C 3.4990 -0.7974 2.7746
C 3.7058 -1.4362 1.5552
C 3.2083 -2.7047 1.3756
N 3.9782 0.5511 3.0097
O 4.7591 1.1220 2.2149
O 3.7082 1.0093 4.1077
H 2.4518 -4.4701 2.4033
H 2.1985 -3.4063 4.5490
H 2.8433 -0.8596 4.6973
H 4.2151 -0.8141 0.8956
H 3.3117 -3.2615 0.4362
C 0.3903 2.6164 4.7752
C -0.5423 3.6194 4.9946
C -0.8354 4.0894 6.3114
C -0.2451 3.4392 7.3612
C 0.6511 2.4134 7.2305
C 0.9268 1.9644 5.9471
N -0.5852 3.8958 8.7245
O -1.2862 4.8451 8.8430
O -0.1030 3.2937 9.6346
H 0.5367 2.2904 3.7164
H -0.8146 4.2113 4.1316
H -1.4378 4.9652 6.6023
H 1.1281 2.0251 8.1238
H 1.7232 1.1637 5.8535
C -2.9217 1.1040 5.8466
C -4.0452 1.9787 5.6909
C -4.7770 2.3677 6.8206
C -4.4280 1.8431 8.0174
C -3.3302 1.0379 8.2195
C -2.5121 0.7566 7.1381
N -5.2035 2.1861 9.2106
O -6.1743 2.9248 9.0101
O -4.8014 1.8608 10.2900
H -2.3151 0.8197 4.9928
H -4.1992 2.3509 4.7205
H -5.6227 3.0294 6.6988
H -3.1876 0.5304 9.1569
H -1.6021 0.1648 7.2768
C -2.3172 -3.0352 -1.3794
C -1.3093 -2.9895 -2.3428
C -0.1248 -3.6766 -2.0941
C -0.0275 -4.3882 -0.9291
C -1.0972 -4.5195 -0.0320
C -2.2396 -3.7774 -0.2112
N 1.2444 -5.0512 -0.6292
O 2.1971 -4.8304 -1.3267
O 1.3160 -5.7823 0.3359
H -3.1592 -2.3704 -1.5412
H -1.2688 -2.3468 -3.2452
H 0.7198 -3.6048 -2.7954
H -0.9164 -4.9458 0.9217
H -3.0285 -3.7178 0.5311
```

Output
Max |F|   4.13 eV/A
LUMO   -0.9 eV
E_HOMO   -9.41 eV
Spin multiplicity   1